[1]
Formula: C3H9N3O
Source: OMol25
Level of theory: ωB97M-V with the def2-TZVPD basis set

Calculated values
SMILES = CN/N=C\NOC
2S+1 = 1
Kohn-Sham gap = 9.50 eV
DFT total energy = -358.97070 Ha
E_LUMO = 0.93 eV

Atoms and positions in Å:
C  1.37538  1.63612  0.86997
C  -0.77010  -0.01207  0.64906
C  -1.02618  -1.65761  -2.04186
H  0.97400  2.66067  1.08091
H  2.63346  1.46729  0.54947
H  1.04243  1.27994  -0.15479
H  0.83110  1.86044  2.65891
H  -1.72555  -0.40116  0.36764
H  0.61222  -1.44460  0.69526
H  -0.21087  -1.86011  -2.75083
H  -1.20066  -0.62242  -2.36616
H  -1.93624  -2.18793  -2.34540
N  0.82635  0.98663  1.95792
N  -0.48811  0.87359  1.61989
N  0.03520  -0.88816  -0.06297
O  -0.97244  -1.69062  -0.72702

Atomic forces in eV per Å
4.5 1.9 -5.2
0.5 2.4 3.6
-0.7 2.3 -4.7
1.6 0.0 -1.8
-3.3 1.0 2.0
-0.2 0.4 1.5
-0.1 -3.4 -1.0
-1.5 1.6 0.6
-1.3 0.6 -2.3
0.5 -1.1 1.0
-0.4 0.4 -0.1
0.4 -0.2 0.2
0.6 1.0 3.7
-3.8 -3.8 -2.8
1.6 -0.8 0.7
1.6 -2.2 4.5

For each atom in turn, the natural (NBO) charge in e is: C -0.4454; C 0.1655; C -0.2522; H 0.1893; H 0.1892; H 0.2142; H 0.3509; H 0.2091; H 0.3929; H 0.1783; H 0.1522; H 0.2043; N -0.4802; N -0.3022; N -0.3639; O -0.4021

[2]
Formula: C17H26N2OS
Source: OMol25
Level of theory: ωB97M-V with the def2-TZVPD basis set

Calculated values
2S+1 = 1
Kohn-Sham gap = 8.66 eV
DFT total energy = -1245.70012 Ha
E_LUMO = 0.65 eV

Atoms and positions in Å:
C  -6.43611  -1.17999  -0.87045
H  -5.84390  -2.14218  -0.77526
C  -5.87023  -0.03265  0.01694
H  -6.15630  -0.51244  1.03386
C  -4.52561  0.07299  -0.25272
C  -3.68823  -1.02728  0.24840
C  -2.29374  -0.63558  0.47142
C  -1.86671  0.81630  0.34104
S  -0.17969  1.00798  0.46129
C  0.15063  -0.77851  0.36813
C  -1.14616  -1.17650  0.29646
H  -1.26296  -2.34802  0.07809
C  1.43423  -1.61162  0.38350
O  1.50703  -2.33877  1.23703
N  2.47055  -0.98766  -0.32427
C  2.37220  0.07023  -1.03025
H  1.44516  0.08046  -1.42725
C  2.94422  1.35850  -0.49116
H  2.74660  2.35063  -1.25622
H  2.53760  1.58737  0.54548
C  4.45828  1.45948  -0.57488
N  4.92582  0.49723  0.49800
C  6.35904  0.83340  0.89907
H  6.25501  1.70144  1.57783
H  6.68662  0.10133  1.27854
H  7.19925  0.85232  0.03434
C  5.00088  -1.07484  -0.32035
C  3.76578  -1.52000  -0.00912
H  3.64918  -2.64598  -0.45368
H  3.78036  -2.00042  1.15097
H  5.10232  -0.67295  -1.46174
H  5.79935  -1.52643  -0.10633
H  4.96270  1.47616  -1.48518
H  4.76295  2.29207  -0.05717
H  2.99381  -0.25405  -2.03130
C  -2.75114  2.14336  0.57802
C  -4.16889  1.41595  0.66528
H  -4.92244  2.23767  0.99209
H  -4.25736  1.10191  1.88658
H  -2.59272  2.77415  1.40818
H  -2.71358  2.40460  -0.25214
H  -3.85817  -1.62264  -0.34739
H  -4.03345  -1.45059  1.16972
H  -4.42295  0.43580  -1.10479
H  -6.73498  0.83957  -0.17232
H  -7.40467  -1.39666  -0.88659
H  -6.17960  -0.97516  -1.92967

Atomic forces in eV per Å
5.4 -0.3 -1.9
-0.8 0.8 0.5
-9.9 -2.8 1.1
0.9 1.6 -0.9
2.4 4.3 9.9
2.7 9.1 9.6
-1.8 9.3 -1.7
-1.0 -0.3 3.3
0.4 -1.3 -0.3
-1.9 3.1 -0.9
4.6 -11.2 -1.0
0.6 1.9 0.6
-1.5 9.4 -4.6
1.5 -7.5 5.6
1.2 -6.8 6.3
3.5 4.2 -7.1
-3.2 1.0 -1.1
-0.4 4.0 -2.4
-0.7 -2.7 2.0
0.8 -0.1 -1.3
-1.3 -2.5 4.7
3.2 -2.5 -3.0
-4.4 8.8 -6.9
0.8 -0.3 -0.6
4.2 -10.0 6.6
-2.0 1.1 1.1
-2.5 11.7 -4.8
-4.7 -9.9 3.8
0.6 1.9 0.4
-0.3 2.0 -2.6
-0.1 -1.2 2.4
5.9 -4.0 2.2
0.5 -0.6 -1.9
0.3 2.9 0.6
-1.0 1.5 1.4
-2.0 -10.0 9.9
-0.1 1.2 5.5
0.3 -1.1 -2.3
0.8 -0.3 -3.0
0.6 0.6 0.6
0.6 6.2 -13.0
-1.6 -11.6 -10.7
-0.8 0.1 0.8
1.7 2.2 -8.2
3.1 -1.6 0.6
-4.2 -0.7 0.6
-0.3 0.3 0.2

For each atom in turn, the natural (NBO) charge in e is: C -0.5960; H 0.1863; C -0.3673; H 0.2090; C -0.2311; C -0.3758; C -0.0720; C -0.1897; S 0.4472; C -0.3139; C -0.1989; H 0.1862; C 0.6902; O -0.5274; N -0.4584; C -0.2009; H 0.2362; C -0.4081; H 0.2050; H 0.2313; C -0.2554; N -0.4246; C -0.3802; H 0.2012; H 0.1553; H 0.1494; C -0.2165; C -0.2328; H 0.1960; H 0.2395; H 0.1692; H 0.1947; H 0.1869; H 0.1972; H 0.1417; C -0.4004; C -0.4036; H 0.2283; H 0.1835; H 0.2263; H 0.1709; H 0.1889; H 0.2178; H 0.2028; H 0.2216; H 0.2053; H 0.1851

[3]
Formula: C4H11N3O
Source: OMol25
Level of theory: ωB97M-V with the def2-TZVPD basis set

Calculated values
2S+1 = 1
Kohn-Sham gap = 7.31 eV
DFT total energy = -398.39005 Ha
E_LUMO = 0.58 eV

Atoms and positions in Å:
C  1.02684  1.47063  0.04260
N  0.27499  0.32588  0.58348
C  -1.28064  0.34525  0.37100
C  -1.91600  1.49732  0.00322
H  0.52837  0.18067  1.56164
H  -1.73770  -0.22914  1.16994
H  2.08594  1.34044  0.26244
H  0.88693  1.49941  -1.03487
H  0.64905  2.39183  0.47920
H  -1.53306  2.14331  -0.77704
H  -2.95789  1.61312  0.26733
C  0.43321  -1.11428  -0.32812
N  0.74815  -2.13502  0.64053
O  1.45361  -1.03420  -1.25378
N  -0.85373  -1.07183  -0.83975
H  2.27293  -1.30620  -0.81707
H  -0.02893  -2.23019  1.28909
H  0.79952  -3.02436  0.15135
H  -0.85157  -0.66262  -1.77118

Atomic forces in eV per Å
-0.2 -0.1 0.0
-0.2 -0.7 -0.6
0.6 0.5 0.5
0.3 -0.4 0.0
-0.2 0.2 -0.1
0.0 -0.1 -0.2
-0.1 0.0 0.0
0.0 0.0 0.0
0.1 0.0 0.0
0.1 0.1 0.1
0.0 -0.1 -0.1
-0.9 0.1 -0.6
0.1 0.3 0.4
0.0 0.3 0.4
0.5 -0.1 0.2
0.0 0.0 0.0
0.0 0.0 -0.1
0.0 0.1 -0.1
0.0 0.1 0.1

For each atom in turn, the natural (NBO) charge in e is: C -0.4230; N -0.4830; C 0.0795; C -0.7003; H 0.4012; H 0.1927; H 0.2079; H 0.2240; H 0.2306; H 0.1883; H 0.2144; C 0.7139; N -0.8901; O -0.7001; N -0.8518; H 0.4810; H 0.3736; H 0.3850; H 0.3561

[4]
Formula: C6H10O
Source: OMol25
Level of theory: ωB97M-V with the def2-TZVPD basis set

Calculated values
SMILES = C[C@H]1OC[C@H]2C[C@H]21
2S+1 = 1
Kohn-Sham gap = 10.66 eV
DFT total energy = -309.82039 Ha
E_LUMO = 1.14 eV

Atoms and positions in Å:
C  1.07148  -1.34034  -1.20231
C  0.49656  0.03998  -0.92658
O  -0.91408  -0.05529  -1.11472
C  -1.62231  0.71263  -0.15403
C  -0.65492  1.00222  0.97573
C  0.01948  -0.18868  1.59155
C  0.69515  0.56639  0.48519
H  0.91525  -1.61536  -2.24964
H  0.55518  -2.07929  -0.58076
H  2.14358  -1.38153  -0.98296
H  0.92650  0.77047  -1.63233
H  -1.99264  1.65148  -0.59195
H  -2.48653  0.11279  0.15911
H  -0.78460  1.91200  1.55430
H  -0.38711  -1.17481  1.37789
H  0.42933  -0.07775  2.59170
H  1.58968  1.14509  0.69982

Atomic forces in eV per Å
0.0 -0.1 0.0
0.2 0.0 0.1
-0.1 -0.1 0.0
-0.1 0.1 0.2
-0.1 0.1 0.0
0.0 -0.2 0.1
0.1 0.1 -0.1
0.0 0.0 0.1
0.1 0.1 -0.1
-0.1 0.1 -0.1
-0.1 -0.1 0.1
0.1 -0.1 0.0
0.1 0.1 0.0
0.0 -0.2 -0.1
0.0 0.2 0.0
-0.1 0.0 -0.2
-0.2 -0.1 0.0

For each atom in turn, the natural (NBO) charge in e is: C -0.6172; C 0.1016; O -0.5363; C -0.0599; C -0.2561; C -0.4250; C -0.2509; H 0.2167; H 0.2105; H 0.2080; H 0.1683; H 0.1695; H 0.1832; H 0.2244; H 0.2154; H 0.2215; H 0.2263

[5]
Formula: C26H31N3O4S
Source: OMol25
Level of theory: ωB97M-V with the def2-TZVPD basis set

Calculated values
SMILES = Cc1ccccc1S(=O)(=O)Cc1ccc(C(=O)NCCN2CCN(Cc3ccccc3)CC2)o1
2S+1 = 1
Kohn-Sham gap = 8.67 eV
DFT total energy = -1872.75039 Ha
E_LUMO = 0.55 eV

Atoms and positions in Å:
C  -5.60037  -2.04353  1.09372
C  -4.18027  -1.75768  0.72421
C  -3.84011  -1.11494  -0.45777
C  -2.52572  -0.83764  -0.78497
C  -1.50557  -1.16414  0.08854
C  -1.82380  -1.80537  1.27590
C  -3.13835  -2.11366  1.57755
H  -3.37283  -2.62196  2.50147
H  -1.04135  -2.06754  1.97268
H  -0.48759  -0.88753  -0.14458
H  -2.33249  -0.35213  -1.72834
S  -5.07402  -0.42876  -1.57272
O  -6.15636  -1.34581  -1.81950
O  -4.39527  0.10566  -2.72125
C  -5.76631  1.02376  -0.62565
C  -4.73045  1.45873  0.32282
C  -4.68186  1.48372  1.69112
C  -3.36389  1.84961  2.03758
C  -2.68861  2.01347  0.85745
C  -1.27280  2.33917  0.61055
O  -0.51143  2.65217  1.50859
N  -0.91761  2.26590  -0.69008
H  -1.59532  1.93768  -1.36049
C  0.41610  2.55092  -1.15102
H  0.36366  3.26602  -1.97955
H  0.94317  3.02117  -0.31946
C  1.17339  1.31677  -1.65190
N  1.33320  0.25121  -0.67555
C  2.06175  -0.85390  -1.28624
C  2.21169  -2.02034  -0.30158
N  2.81452  -1.66017  0.96074
C  2.17060  -0.48606  1.50640
C  2.02862  0.68672  0.53003
H  1.43355  1.45462  1.02516
H  3.01910  1.10205  0.27997
H  2.71498  -0.15669  2.39246
H  1.16346  -0.78701  1.81674
C  4.26092  -1.74122  1.05926
C  5.07103  -0.77536  0.22422
C  5.46377  -1.11037  -1.06645
C  6.16665  -0.21075  -1.84875
C  6.49346  1.03769  -1.34726
C  6.12506  1.37526  -0.05596
C  5.42254  0.47328  0.72385
H  5.14408  0.74109  1.73369
H  6.38700  2.34340  0.34585
H  7.04046  1.74137  -1.95736
H  6.46178  -0.48570  -2.85119
H  5.21800  -2.08627  -1.46242
H  4.53403  -2.76609  0.78627
H  4.50856  -1.59694  2.11569
H  2.79761  -2.81449  -0.76785
H  1.21440  -2.41830  -0.07953
H  1.49934  -1.19900  -2.15905
H  3.05711  -0.52208  -1.62893
H  0.62822  0.89134  -2.50135
H  2.15643  1.66641  -2.02228
O  -3.52551  1.78652  -0.18540
H  -2.95475  1.97246  3.01837
H  -5.49080  1.28368  2.36344
H  -6.67690  0.70899  -0.12909
H  -5.97488  1.76193  -1.39641
H  -6.21337  -2.15087  0.20394
H  -5.99964  -1.22680  1.69545
H  -5.66005  -2.95367  1.68623

Atomic forces in eV per Å
-0.1 -0.1 0.1
0.0 -0.2 0.1
-0.4 0.2 -0.4
0.2 0.0 -0.1
-0.1 -0.1 0.0
0.0 0.0 0.0
-0.1 0.0 -0.1
0.0 -0.1 0.1
0.1 0.0 0.1
0.0 0.0 0.0
0.1 0.1 -0.1
-0.5 0.1 -0.1
0.0 -0.1 0.2
0.3 0.2 0.1
0.7 -0.7 -0.5
-0.2 0.2 1.0
-0.2 0.1 -0.8
0.6 0.2 -0.7
-0.4 0.0 1.2
-0.1 0.0 -0.4
-0.1 0.0 0.3
-0.1 -0.1 -0.3
-0.1 0.0 0.1
0.3 -0.1 0.0
0.1 0.0 0.1
0.0 0.0 -0.1
-0.1 0.1 0.1
0.1 0.1 0.0
0.0 -0.2 0.0
-0.1 0.1 -0.2
0.1 -0.1 0.1
0.0 0.2 -0.1
0.0 0.0 0.2
0.1 0.0 0.0
-0.1 0.0 0.0
0.0 0.0 0.1
0.0 0.1 0.1
-0.1 -0.1 0.0
0.1 0.0 0.0
0.1 0.0 0.1
0.0 0.0 -0.1
0.0 0.1 -0.1
0.0 0.1 0.0
0.1 -0.1 0.0
0.0 0.0 0.1
0.0 0.1 0.0
0.0 0.1 0.0
0.0 0.0 -0.1
0.0 -0.1 0.0
0.1 0.1 0.1
0.1 -0.1 -0.1
0.0 -0.1 0.0
0.0 0.0 -0.1
0.0 0.0 0.0
-0.2 0.0 0.0
0.1 0.0 -0.1
-0.1 0.0 0.0
0.1 0.3 -0.3
0.2 0.0 0.2
-0.2 -0.1 0.1
0.0 -0.1 0.1
-0.1 0.0 -0.1
-0.1 -0.1 0.2
-0.1 0.1 0.1
0.0 0.0 0.1

For each atom in turn, the natural (NBO) charge in e is: C -0.6620; C 0.0018; C -0.2720; C -0.2026; C -0.2459; C -0.1676; C -0.2135; H 0.2124; H 0.2150; H 0.2611; H 0.2380; S 2.1537; O -0.9407; O -0.9443; C -0.6753; C 0.2790; C -0.3005; C -0.2283; C 0.1708; C 0.6325; O -0.6272; N -0.5990; H 0.4089; C -0.2368; H 0.2034; H 0.2336; C -0.2132; N -0.4552; C -0.2461; C -0.2238; N -0.4450; C -0.2111; C -0.2739; H 0.2362; H 0.1731; H 0.2027; H 0.1912; C -0.2294; C -0.0546; C -0.1683; C -0.2249; C -0.2202; C -0.1960; C -0.2238; H 0.2114; H 0.2129; H 0.2143; H 0.2131; H 0.2012; H 0.2012; H 0.2028; H 0.2021; H 0.1959; H 0.2009; H 0.1779; H 0.1927; H 0.1748; O -0.4139; H 0.2456; H 0.2324; H 0.2596; H 0.2651; H 0.2569; H 0.2151; H 0.2255

[6]
Formula: C4H11HgO2
Source: OMol25
Level of theory: ωB97M-V with the def2-TZVPD basis set

Calculated values
Charge = +1
2S+1 = 1
Kohn-Sham gap (alpha / beta) = 7.95 / 8.82 eV
DFT total energy = -462.42164 Ha
E_LUMO (alpha / beta) = -4.33 / -5.20 eV

Atoms and positions in Å:
C  2.39453  -0.03516  1.10488
O  1.21085  -0.05264  0.29803
C  0.30244  1.02414  0.56268
C  -0.77410  0.98954  -0.49455
O  -1.23724  -0.36397  -0.59980
C  -2.46146  -0.51788  -1.32454
H  2.98905  -0.91387  0.83747
H  2.96350  0.87690  0.88810
H  2.12047  -0.06860  2.16742
H  0.84031  1.97999  0.51361
H  -0.11756  0.89154  1.57002
H  -0.39170  1.30843  -1.47475
H  -1.60560  1.64056  -0.19544
H  -2.33623  -0.14212  -2.34831
H  -2.70164  -1.58506  -1.33771
H  -3.25546  0.03490  -0.80836
Hg  0.26675  -1.60329  -0.42483
H  1.79308  -3.46340  1.06607

Atomic forces in eV per Å
0.6 0.2 0.4
2.5 4.4 1.7
0.0 0.5 0.4
-0.1 0.6 -0.2
-3.6 3.0 -0.2
-0.7 0.0 -0.4
-0.2 0.2 0.1
-0.1 -0.2 0.1
0.1 0.0 -0.2
-0.1 -0.2 0.0
0.1 0.0 -0.2
-0.1 0.0 0.2
0.2 -0.1 -0.1
-0.1 -0.1 0.2
0.1 0.3 0.0
0.2 -0.1 -0.1
1.8 -9.0 -1.0
-0.5 0.6 -0.6

For each atom in turn, the natural (NBO) charge in e is: C -0.2581; O -0.6752; C -0.1064; C -0.1087; O -0.6624; C -0.2550; H 0.2293; H 0.2067; H 0.2030; H 0.2286; H 0.2088; H 0.2085; H 0.2303; H 0.2034; H 0.2257; H 0.2081; Hg 0.9796; H -0.0662